{"formula": "C13H15O", "method": "ωB97M-V/def2-TZVPD", "symbols": ["C", "C", "C", "C", "C", "C", "C", "C", "C", "C", "C", "C", "C", "O", "H", "H", "H", "H", "H", "H", "H", "H", "H", "H", "H", "H", "H", "H", "H"], "xyz": [[-3.757, -0.084, 0.362], [-3.529, -1.365, 0.106], [-2.865, 1.085, -0.017], [-2.389, -1.994, -0.592], [-1.599, 0.925, 0.008], [-1.098, -1.708, -0.345], [0.666, -0.196, -0.077], [2.111, -0.362, -0.075], [2.788, -1.493, 0.048], [-0.136, 1.129, 0.048], [4.221, -1.524, 0.247], [0.192, 1.854, 1.293], [0.138, 1.942, -1.329], [0.124, -1.334, -0.152], [-4.570, 0.190, 0.999], [-4.390, -2.103, 0.132], [-3.342, 2.000, -0.115], [-2.735, -2.730, -1.231], [2.792, 0.480, -0.163], [2.282, -2.410, 0.256], [4.704, -2.467, 0.240], [4.555, -1.117, 1.151], [4.587, -0.844, -0.526], [0.744, 2.713, 0.935], [0.704, 1.154, 1.967], [-0.770, 2.131, 1.693], [-0.524, 2.803, -1.358], [-0.181, 1.273, -2.184], [1.275, 2.052, -1.323]], "atomic_forces_ev_per_a": [[1.156, 0.827, 0.043], [-1.141, -1.432, -0.734], [-0.733, -2.351, 1.052], [2.141, 2.140, 1.880], [2.469, -2.059, -0.244], [-2.170, 1.625, -0.493], [2.096, 2.096, 0.080], [-0.355, 2.270, -0.481], [-0.844, -1.563, 1.599], [-1.851, -1.561, -3.267], [0.689, 0.842, -1.822], [0.549, 0.078, 0.407], [1.130, -2.182, 0.301], [-2.465, -3.177, -0.002], [-0.874, 0.110, -0.241], [1.035, 1.041, 0.702], [-0.991, 1.825, -0.387], [0.111, -1.689, -1.523], [-0.690, 0.582, 0.074], [-0.559, -0.600, -0.306], [0.130, -1.044, -0.625], [0.052, 0.988, 1.690], [0.792, -0.268, -0.014], [0.510, 0.362, 0.963], [0.129, 0.832, 0.177], [0.181, 0.497, 0.674], [0.636, 0.407, 0.137], [0.554, 0.747, 0.847], [-1.686, 0.655, -0.489]], "homo_ev": [-11.31, -11.57], "total_charge": 1, "e_lumo_ev": [-5.0, -5.0], "gap_ev": [6.28, 6.54], "e_tot_ha": -579.00738, "relative_energy_kj_mol": 786.14}